Entry 1:
ORCA calculation (the ωB97M-V functional and the def2-TZVPD basis) on a molecular structure, C23H42BILaN9O3SeSi3.

total charge = -1
energy relative to the best compared isomer or geometry (same formula, charge and spin) = 0.0 kJ/mol
E_LUMO (spin up / spin down) = 2.34 / 1.53 eV
<S²> = 0.75
multiplicity = 2

Geometry as XYZ:
```
84
C23H42BILaN9O3SeSi3 (the ωB97M-V functional and the def2-TZVPD basis)
La -0.004 -0.232 0.510
C -0.566 -2.445 4.933
C -0.043 -2.309 3.659
N -0.328 -1.158 3.083
N -1.195 -0.460 4.027
C -1.348 -1.258 5.096
B -1.773 0.956 3.653
N -2.794 0.882 2.366
C -4.146 1.109 2.337
C -4.686 0.580 1.124
C -3.582 0.054 0.439
N -2.453 0.163 1.197
N -0.557 1.860 3.305
C 0.033 2.648 4.193
C 1.283 3.095 3.704
C 1.418 2.420 2.455
N 0.302 1.740 2.162
N -2.538 1.493 4.953
C -2.095 1.651 6.280
C -2.684 2.790 6.813
C -3.579 3.241 5.813
N -3.517 2.474 4.721
H -0.443 -3.336 5.566
H 0.755 -2.945 3.289
H -1.959 -1.016 5.932
H -4.733 1.589 3.098
H -5.719 0.603 0.821
H -3.522 -0.417 -0.530
H -0.486 2.880 5.145
H 2.032 3.607 4.223
H 2.221 2.513 1.722
H -1.301 1.021 6.649
H -2.496 3.238 7.790
H -4.168 4.132 5.804
I -2.357 -3.474 -1.128
C -0.774 -2.843 0.253
H 0.056 -3.486 -0.041
H -1.160 -3.190 1.191
C 4.668 -1.636 -1.510
Si 4.443 -0.902 0.202
C 4.692 0.942 -0.183
C 5.764 -1.553 1.490
Se 2.533 -1.357 1.346
H 5.669 -1.291 -1.901
H 3.974 -1.417 -2.332
H 4.751 -2.731 -1.405
H 5.699 1.040 -0.652
H 4.648 1.530 0.757
H 3.932 1.359 -0.907
H 6.816 -1.353 1.104
H 5.593 -2.627 1.557
H 5.569 -1.020 2.382
O 0.296 3.460 -1.267
N 0.347 2.259 -0.970
O 1.476 1.549 -0.756
O -0.782 1.469 -1.069
C 2.370 -1.179 -5.201
Si 0.906 -1.706 -4.142
C -0.247 -2.699 -5.321
C 1.353 -2.810 -2.645
C -0.186 -0.402 -3.504
Si -1.474 0.601 -4.279
C -0.847 2.438 -4.402
C -2.091 -0.025 -5.897
C -3.087 0.684 -3.292
H 3.295 -1.679 -4.878
H 2.585 -0.091 -5.157
H 2.212 -1.468 -6.278
H -0.103 -3.769 -5.193
H -0.037 -2.354 -6.381
H -1.318 -2.522 -5.097
H 2.180 -3.485 -2.907
H 0.499 -3.393 -2.310
H 1.735 -2.223 -1.763
H 0.046 0.040 -2.513
H 0.246 2.464 -4.630
H -0.968 2.945 -3.442
H -1.402 2.988 -5.188
H -1.254 -0.198 -6.567
H -2.634 0.862 -6.298
H -2.721 -0.893 -5.872
H -3.069 1.404 -2.455
H -3.263 -0.354 -2.896
H -3.913 0.927 -3.986
```

Atomic partial charges in e from the Löwdin method, atoms 1 to 5: 1.61, -0.05, -0.23, -0.02, 0.04

***

Entry 2:
ORCA calculation (the ωB97M-V functional and the def2-TZVPD basis) on a molecular structure, C35H49CsN2S2Si.

total charge = -2
E_LUMO = 3.30 eV

Geometry as XYZ:
```
90
C35H49CsN2S2Si (the ωB97M-V functional and the def2-TZVPD basis)
Cs 0.839 -2.712 -0.924
S -1.982 -2.762 0.529
C -3.018 -2.367 1.851
C -3.804 -3.373 2.442
C -4.705 -3.110 3.457
C -4.876 -1.812 3.929
C -4.109 -0.802 3.368
C -3.173 -1.054 2.365
S -2.128 0.343 1.986
H -3.681 -4.383 2.072
H -5.283 -3.926 3.879
H -5.595 -1.588 4.707
H -4.216 0.220 3.710
C -3.685 -0.579 -1.803
C -4.490 0.356 -0.954
C -5.842 0.547 -1.215
C -6.621 1.374 -0.421
C -6.032 2.045 0.635
C -4.676 1.904 0.917
C -4.074 2.740 2.009
C -3.902 1.037 0.128
N -2.532 0.840 0.396
C -1.491 1.206 -0.546
C -0.219 0.421 -0.469
C -1.542 2.308 -1.346
C -2.662 3.330 -1.274
N -0.418 2.653 -2.072
C -0.473 3.323 -3.242
C 0.586 4.246 -3.516
C 1.649 4.419 -2.471
C 0.616 4.974 -4.688
C -0.363 4.823 -5.670
C -1.352 3.873 -5.455
C -1.419 3.114 -4.292
C -2.401 1.978 -4.215
H -4.283 -0.941 -2.642
H -3.328 -1.426 -1.213
H -2.797 -0.077 -2.188
H -6.286 0.017 -2.051
H -7.676 1.505 -0.635
H -6.622 2.722 1.244
H -4.654 3.656 2.139
H -3.042 3.006 1.780
H -4.046 2.204 2.961
H -0.036 0.050 0.539
H 0.597 1.080 -0.768
H -0.158 -0.454 -1.132
H -2.714 3.751 -0.265
H -3.652 2.942 -1.508
H -2.451 4.147 -1.962
H 1.208 4.735 -1.522
H 2.394 5.152 -2.790
H 2.145 3.471 -2.251
H 1.427 5.683 -4.835
H -0.334 5.401 -6.586
H -2.092 3.682 -6.229
H -2.806 1.763 -5.207
H -3.245 2.154 -3.546
H -1.900 1.080 -3.844
C 4.385 -0.380 0.766
Si 4.009 -2.281 0.799
C 3.798 -2.552 2.749
C 2.339 -2.194 3.057
C 4.672 -1.681 3.655
C 4.014 -4.016 3.125
C 5.793 -3.008 0.322
C 6.915 -2.741 1.321
C 5.700 -4.518 0.093
C 6.183 -2.368 -1.014
H 5.330 -0.101 1.247
H 3.584 0.169 1.271
H 4.413 -0.004 -0.260
H 2.110 -1.156 2.798
H 2.124 -2.318 4.128
H 1.635 -2.826 2.510
H 4.556 -0.619 3.431
H 5.732 -1.922 3.567
H 4.388 -1.821 4.709
H 3.442 -4.686 2.474
H 3.694 -4.205 4.161
H 5.068 -4.299 3.054
H 6.768 -3.305 2.246
H 6.987 -1.684 1.585
H 7.891 -3.046 0.908
H 5.450 -5.060 1.009
H 6.657 -4.916 -0.280
H 4.928 -4.753 -0.644
H 6.403 -1.305 -0.903
H 5.380 -2.465 -1.751
H 7.080 -2.853 -1.428
```

Atomic partial charges in e from the Löwdin method, atoms 1 to 5: 0.71, 0.35, -0.74, -0.16, -0.13

***

Entry 3:
ORCA calculation (the ωB97M-V functional and the def2-TZVPD basis) on a gas-phase ion, C4H11N2O (charge +1).

total charge = +1
energy relative to the best compared isomer or geometry (same formula, charge and spin) = 98.5 kJ/mol
E_LUMO = -3.36 eV
SMILES = CNC(=O)C[NH2+]C

Geometry as XYZ:
```
18
C4H11N2O (the ωB97M-V functional and the def2-TZVPD basis)
C 1.261 0.424 2.334
N 0.161 -0.319 1.802
C -0.361 -0.143 0.571
O -1.452 -0.571 0.236
C 0.451 0.667 -0.423
N -0.262 0.609 -1.738
C -0.117 -0.707 -2.426
H 1.476 0.219 3.367
H 2.181 0.237 1.795
H 1.147 1.511 2.253
H -0.560 -0.689 2.409
H 0.549 1.689 -0.083
H 1.462 0.293 -0.575
H 0.172 1.330 -2.314
H -1.244 0.841 -1.580
H -0.696 -0.686 -3.346
H -0.580 -1.462 -1.801
H 0.936 -0.934 -2.577
```

Atomic partial charges in e from the Löwdin method, atoms 1 to 5: -0.07, 0.05, -0.48, 0.08, -0.04

***

Number 1: energy -142705.782 eV, maximum force 4.07 eV/Å. Number 2: energy -70166.659 eV, maximum force 0.81 eV/Å. Number 3: energy -9347.836 eV, maximum force 1.56 eV/Å.